Computed, not measured: 2 unconnected molecules or ions with the total composition Cl2H2NOP at a distorted geometry, with wB97M-V/def2-TZVPD.

As for the spin multiplicity: 1. The value obtained for the energy above the lowest of the compared OMol25 structures with the same formula, charge and spin is 478.7 kJ/mol. Its highest occupied orbital energy (spin up / spin down) is -9.60 / -9.54 eV. The gap between HOMO and LUMO (spin up / spin down) is 8.4 / 8.5 eV.

The geometry in XYZ format:
```
7
Properties=species:S:1:pos:R:3:mulliken_charge:R:1
N 0.313 0.014 0.186 -0.537
O 1.683 1.440 -2.324 -0.421
P 1.882 0.199 -0.280 0.692
Cl 2.752 1.057 1.303 -0.177
Cl 2.695 -1.542 -0.548 -0.156
H -0.068 -0.857 0.708 0.292
H -0.244 0.131 -0.641 0.308
```

***

Computed, not measured: a gas-phase ion, C5H11NO2 (charge -1) at a distorted geometry, with wB97M-V/def2-TZVPD.

The charge is -1. As for the spin multiplicity: 2. The value obtained for the energy above the lowest of the compared OMol25 structures with the same formula, charge and spin is 368.3 kJ/mol. Its highest occupied orbital energy (spin up / spin down) is -3.77 / -2.18 eV. The gap between HOMO and LUMO (spin up / spin down) is 7.7 / 3.5 eV.

The geometry in XYZ format:
```
19
Properties=species:S:1:pos:R:3:mulliken_spin:R:1
C 0.745 -1.695 -1.505 0.003
N -0.018 -1.721 -0.218 0.045
C 0.178 -0.485 0.556 0.031
C 0.159 0.780 -0.314 0.036
C 1.146 1.870 0.050 0.015
O 1.157 2.835 -0.875 0.608
C -1.194 -0.418 1.447 0.002
O -2.294 -1.082 1.003 0.191
H 0.885 -0.582 -1.767 -0.002
H 1.658 -2.351 -1.166 0.002
H 0.339 -2.231 -2.289 0.001
H -1.023 -1.858 -0.527 -0.004
H 1.024 -0.550 1.258 -0.004
H 0.394 0.551 -1.387 -0.009
H -0.860 1.159 -0.369 0.005
H 0.788 2.133 1.047 0.039
H 2.181 1.544 0.210 -0.007
H -1.446 0.665 1.585 0.008
H -0.915 -0.773 2.499 0.041
```

***

Computed, not measured: 6 unconnected molecules or ions with the total composition H11O5S at a distorted geometry, with wB97M-V/def2-TZVPD.

The charge is -1. As for the spin multiplicity: 1. The value obtained for the energy above the lowest of the compared OMol25 structures with the same formula, charge and spin is 206.9 kJ/mol. Its highest occupied orbital energy is -4.00 eV. The gap between HOMO and LUMO is 7.2 eV.

The geometry in XYZ format:
```
17
Properties=species:S:1:pos:R:3:mulliken_charge:R:1
S -0.526 -0.702 -2.051 -0.853
H 0.483 0.316 -2.087 -0.021
H 0.551 1.320 0.350 0.285
H -0.751 1.466 0.829 0.292
O 0.085 1.510 1.127 -0.584
H 1.389 1.374 5.525 0.338
H 2.100 2.565 5.009 0.325
O 1.938 2.136 5.857 -0.663
H 1.231 -2.432 -1.519 0.289
H 1.076 -4.085 -2.019 0.300
O 1.687 -3.266 -1.943 -0.663
H 0.344 -1.719 0.558 0.299
H -1.038 -1.462 0.441 0.302
O -0.456 -1.744 1.116 -0.614
H -3.507 1.388 -3.758 0.303
H -1.919 1.433 -3.655 0.299
O -2.687 1.903 -3.779 -0.635
```

***

Computed, not measured: a single C4H5F3 molecule at a distorted geometry, with wB97M-V/def2-TZVPD.

As for the spin multiplicity: 1. The value obtained for the energy above the lowest of the compared OMol25 structures with the same formula, charge and spin is 313.4 kJ/mol. Its highest occupied orbital energy (spin up / spin down) is -9.04 / -7.75 eV. The gap between HOMO and LUMO (spin up / spin down) is 9.7 / 7.6 eV.

The geometry in XYZ format:
```
12
Properties=species:S:1:pos:R:3:mulliken_charge:R:1
C -0.485 -0.179 1.023 -0.687
C 0.575 -0.496 0.043 0.481
C -1.863 0.426 0.426 0.241
C 1.432 0.249 -0.891 -0.801
F 0.663 -1.837 -0.245 -0.284
F -2.453 -0.496 -0.321 -0.207
F -1.737 1.492 -0.355 -0.203
H -0.727 -1.000 1.655 0.375
H -0.056 0.540 1.899 0.298
H 0.842 1.182 -1.205 0.218
H 1.583 -0.546 -1.722 0.309
H 2.226 0.666 -0.306 0.260
```